Record 1
{"formula": "C4H16N2O2S", "method": "ωB97M-V with the def2-TZVPD basis set", "charge": 0, "spin_multiplicity": 1, "total_energy_ev": -22316.1021, "smiles": "CN[C@@H](CN)CS.O.O", "lumo_ev": 0.584, "homo_lumo_gap_ev": 8.922, "e_homo_ev": -8.34, "species": ["C", "N", "C", "C", "N", "C", "S", "H", "H", "H", "H", "H", "H", "H", "H", "H", "H", "H", "H", "O", "H", "H", "O", "H", "H"], "positions_angstrom": [[0.42056, -1.05404, -2.09899], [0.56159, 0.44363, -1.99740], [-0.41776, 1.09319, -1.07119], [-1.86540, 0.56737, -0.96850], [-2.11469, -0.25388, 0.19441], [0.41424, 1.17820, 0.23605], [-0.33415, 1.58669, 1.80002], [-0.53216, -1.25631, -2.60308], [0.17849, -1.54066, -1.13469], [1.24854, -1.53901, -2.61938], [0.60846, 0.87529, -2.87645], [-0.39797, 2.14844, -1.52252], [-2.64042, 1.38012, -0.75561], [-2.16398, 0.27718, -2.00849], [-1.29376, -0.80545, 0.47460], [-2.90036, -0.87359, 0.01758], [1.33052, 1.95209, 0.00520], [1.11738, 0.32875, 0.42201], [-1.51899, 2.20617, 1.34548], [0.37406, -2.53678, 1.46570], [-0.26284, -2.47844, 2.19802], [0.96162, -1.82381, 1.79264], [2.92076, -1.60231, 0.34813], [2.25028, -2.26012, 0.20391], [2.56503, -0.90142, -0.21351]], "atomic_forces_ev_per_a": [[-1.466, 1.058, 0.021], [-0.453, -2.418, 1.995], [1.717, 1.583, -0.763], [-1.148, 2.060, -0.236], [0.454, -1.681, -0.262], [3.209, 1.716, -0.728], [-1.448, 1.027, 0.266], [0.252, -0.316, -0.585], [0.907, 0.515, -0.013], [-0.064, 0.203, 0.188], [-0.226, 0.409, -1.300], [-0.654, -1.250, 0.966], [1.450, -0.048, -0.750], [0.247, -0.751, 0.781], [-0.609, 0.043, -0.272], [0.229, -0.082, 0.173], [-2.487, -1.326, 0.406], [-1.333, -0.074, -0.194], [1.427, -0.757, 0.408], [-0.009, 1.130, 1.132], [-0.236, -0.574, -0.446], [0.198, -0.447, -0.651], [-0.045, 0.682, -0.168], [-0.343, -0.981, 0.087], [0.430, 0.279, -0.055]]}

---

Record 2
{"formula": "C16H34BNP2Sr", "method": "ωB97M-V with the def2-TZVPD basis set", "charge": 0, "spin_multiplicity": 1, "total_energy_ev": -38716.9384, "lumo_ev": [-0.152, -0.151], "homo_lumo_gap_ev": [3.952, 4.004], "e_homo_ev": [-4.10, -4.16], "species": ["P", "P", "C", "C", "H", "H", "H", "H", "C", "H", "H", "H", "C", "H", "H", "H", "C", "H", "H", "H", "C", "H", "H", "H", "Sr", "C", "C", "C", "C", "C", "C", "C", "C", "C", "H", "H", "H", "H", "H", "H", "H", "H", "H", "H", "H", "H", "H", "H", "H", "B", "C", "N", "H", "H", "H"], "positions_angstrom": [[1.25063, -2.05277, 1.55147], [1.48224, 2.49084, 1.82767], [1.24732, -0.39838, 0.73833], [2.09263, 0.71874, 1.40902], [0.19658, -0.03664, 0.67866], [1.66272, -0.59851, -0.26690], [2.54827, 0.37858, 2.36909], [2.94520, 0.92323, 0.74826], [-0.17248, 2.95345, 1.14124], [-0.83448, 2.17983, 1.53767], [-0.28115, 3.08882, 0.04808], [-0.47561, 3.90024, 1.63570], [2.44790, 3.48754, 0.61521], [1.81668, 3.60510, -0.27207], [3.39172, 3.00056, 0.34518], [2.66896, 4.47583, 1.03416], [-0.07719, -3.07306, 0.84754], [-0.16754, -3.98220, 1.47071], [0.17194, -3.38913, -0.17585], [-1.06146, -2.56702, 0.85345], [2.74844, -2.98484, 1.31169], [3.63797, -2.35300, 1.39659], [2.77219, -3.48923, 0.33643], [2.76898, -3.76096, 2.09710], [-2.15473, -0.05521, -0.77983], [-0.81416, 1.47312, -2.26591], [-2.14509, 1.62836, -2.46186], [-3.04900, 0.68548, -3.23302], [-2.45824, -0.70063, -3.67753], [-1.75251, -1.54311, -2.63845], [-0.46652, -1.39963, -2.24251], [0.58098, -0.55428, -2.95034], [0.18843, 0.92585, -3.25776], [0.81702, -1.78307, 3.26631], [-0.33617, 1.89097, -1.36744], [-2.69363, 2.46440, -2.02070], [-3.43344, 1.16092, -4.14610], [-3.97845, 0.52943, -2.62963], [-3.30926, -1.31467, -4.02826], [-1.81581, -0.50701, -4.54802], [-2.31445, -2.40988, -2.24053], [-0.01292, -2.21971, -1.69600], [0.83889, -1.04915, -3.90442], [1.53071, -0.57395, -2.39088], [1.10610, 1.55606, -3.27006], [-0.20391, 0.99394, -4.29129], [0.88661, -0.72374, 3.52855], [1.45935, -2.37574, 3.92090], [-0.22217, -2.08696, 3.39668], [-1.38688, 0.68719, 4.24431], [-1.82062, 0.36775, 2.80712], [-2.08112, 0.11835, 1.67602], [-2.22512, 1.31418, 4.88804], [-0.35184, 1.35392, 4.22357], [-1.16256, -0.37019, 4.81058]], "atomic_forces_ev_per_a": [[-1.685, 1.255, -0.645], [0.184, 0.522, 0.399], [0.177, 0.082, -0.182], [0.557, -0.142, 0.072], [0.620, -0.707, -0.105], [-0.669, 0.244, 0.206], [-0.439, 0.229, -0.526], [-0.096, -0.160, 0.178], [-0.304, -0.395, 0.346], [-0.350, 0.306, -0.346], [0.210, -0.233, 0.622], [0.350, -0.520, -0.172], [0.155, -0.125, -0.292], [0.437, 0.089, -0.079], [-0.110, 0.217, 0.040], [-0.059, -0.215, -0.075], [-0.088, -0.427, 0.040], [0.083, 0.344, -0.174], [-0.107, 0.196, 0.351], [0.655, -0.050, 0.073], [0.601, -0.417, 0.227], [-0.142, -0.087, 0.107], [-0.171, 0.285, 0.201], [0.121, 0.292, -0.309], [-0.986, -0.239, 1.661], [2.938, 0.357, -0.044], [-2.195, 1.162, -0.988], [0.029, 0.077, -0.548], [-0.495, -0.082, 0.003], [-2.563, -1.484, -1.464], [3.202, 0.497, 0.867], [0.138, -0.082, -0.599], [0.054, -0.443, -0.114], [0.327, -0.210, 0.246], [-0.191, 0.292, -0.424], [0.028, 0.068, 0.122], [-0.087, -0.061, 0.095], [0.083, -0.227, -0.066], [0.284, 0.425, -0.095], [-0.056, -0.119, 0.174], [0.190, 0.272, -0.392], [-0.007, -0.212, -0.055], [0.091, 0.115, -0.035], [-0.259, 0.026, 0.103], [-0.390, -0.327, 0.101], [0.013, -0.024, 0.514], [0.013, -0.140, -0.006], [-0.112, 0.078, 0.071], [0.059, 0.058, 0.074], [0.336, 0.429, 1.464], [-0.876, -0.707, -3.301], [0.671, 0.381, 3.566], [0.113, -0.255, -0.500], [-0.202, -0.226, -0.279], [-0.079, 0.015, -0.109]]}

---

Record 3
{"formula": "C29H26F9IN4O4SW", "method": "ωB97M-V with the def2-TZVPD basis set", "charge": 2, "spin_multiplicity": 1, "total_energy_ev": -89852.3179, "lumo_ev": -7.433, "homo_lumo_gap_ev": 6.745, "e_homo_ev": -14.18, "species": ["W", "C", "C", "N", "C", "C", "C", "O", "C", "C", "N", "C", "C", "C", "C", "C", "C", "I", "C", "O", "H", "H", "H", "H", "H", "H", "H", "H", "H", "H", "H", "H", "C", "C", "C", "N", "C", "S", "N", "C", "O", "C", "C", "C", "C", "C", "C", "H", "H", "H", "H", "H", "H", "H", "H", "H", "H", "H", "H", "H", "H", "F", "C", "F", "F", "C", "O", "C", "F", "F", "F", "C", "F", "F", "F"], "positions_angstrom": [[-0.22536, 0.26100, -0.89294], [-2.69343, -2.24720, 2.36544], [-1.83754, -2.89949, 1.32625], [-1.71153, -4.22488, 1.32434], [-0.97034, -4.81425, 0.39756], [-0.26749, -4.15768, -0.61403], [0.58325, -4.97763, -1.54544], [0.87278, -4.24955, -2.73211], [-0.38790, -2.77098, -0.63035], [0.27377, -1.81644, -1.56561], [1.24788, -1.00182, -1.07086], [2.62288, -0.93713, -1.33767], [3.33718, -2.03253, -1.80598], [4.70523, -1.90405, -1.99446], [5.36021, -0.71174, -1.71359], [4.65380, 0.39294, -1.25169], [3.29290, 0.24802, -1.08646], [2.04238, 1.79892, -0.46900], [-1.17513, -2.18592, 0.34138], [-1.27045, -0.79579, 0.27750], [-3.09729, -3.01770, 3.01638], [-3.52731, -1.70864, 1.91096], [-2.11440, -1.54428, 2.96782], [-0.92872, -5.89741, 0.45418], [0.05764, -5.90682, -1.77279], [1.51415, -5.24811, -1.03340], [1.03879, -4.86830, -3.45055], [0.30785, -2.07135, -2.61875], [2.81720, -2.95842, -2.01926], [5.27004, -2.74974, -2.36154], [6.42769, -0.63016, -1.86351], [5.15903, 1.32736, -1.05069], [-4.74252, 5.53569, 2.17427], [-5.47779, 4.20429, 2.08030], [-4.57935, 3.00529, 2.34298], [-3.37717, 2.98762, 1.47646], [-2.88496, 2.00676, 0.76669], [-1.18849, 2.18004, 0.32404], [-3.56648, 0.91453, 0.40206], [-4.98526, 0.67584, 0.23905], [-5.37511, -0.42428, 0.50717], [-5.80608, 1.77253, -0.31171], [-7.16991, 1.75369, -0.02381], [-7.99313, 2.74034, -0.53912], [-7.46214, 3.72648, -1.36126], [-6.10699, 3.73182, -1.66960], [-5.27450, 2.76114, -1.13836], [-5.44359, 6.36510, 2.10563], [-4.02724, 5.66711, 1.35786], [-4.21066, 5.63765, 3.12299], [-5.96252, 4.10182, 1.11000], [-6.26721, 4.16193, 2.83320], [-5.10821, 2.06431, 2.22443], [-4.19241, 3.04219, 3.36404], [-2.76158, 3.78352, 1.59093], [-3.00578, 0.07172, 0.31245], [-7.56875, 0.96580, 0.60151], [-9.04979, 2.73501, -0.31018], [-8.10944, 4.48957, -1.77234], [-5.70315, 4.49015, -2.32675], [-4.22466, 2.76288, -1.40167], [-3.40940, -0.60734, -4.56102], [-2.85227, -0.17207, -3.45035], [-2.57835, -1.20935, -2.64778], [-3.71706, 0.60775, -2.79678], [-1.53769, 0.61090, -3.75302], [-0.77532, 0.67457, -2.58450], [-1.83394, 2.08711, -4.16964], [-0.73616, 2.64404, -4.66371], [-2.19683, 2.78631, -3.08812], [-2.80503, 2.13513, -5.06310], [-0.69141, -0.11595, -4.84440], [-1.15113, 0.15537, -6.05103], [0.57882, 0.27031, -4.74856], [-0.73185, -1.43702, -4.64569]], "atomic_forces_ev_per_a": [[-0.133, -0.326, -0.030], [0.020, -0.019, 0.040], [0.012, 0.026, -0.060], [-0.024, 0.010, -0.011], [-0.010, -0.052, 0.020], [-0.017, 0.061, 0.009], [0.031, -0.009, 0.002], [-0.028, 0.004, -0.013], [0.004, -0.019, -0.013], [-0.055, -0.148, 0.049], [-0.015, 0.256, 0.117], [0.003, -0.065, -0.033], [-0.010, 0.022, 0.003], [0.002, -0.001, 0.002], [0.019, -0.009, -0.005], [-0.025, -0.014, 0.002], [0.062, 0.008, 0.001], [-0.011, 0.044, 0.006], [0.064, 0.050, -0.015], [0.072, 0.127, -0.105], [0.002, 0.004, 0.007], [-0.022, -0.008, -0.013], [-0.002, 0.011, -0.013], [0.010, -0.001, -0.009], [-0.016, 0.008, -0.012], [-0.007, -0.011, 0.001], [0.020, -0.007, 0.013], [-0.002, 0.056, -0.012], [-0.008, 0.000, 0.004], [0.003, 0.001, -0.002], [0.000, 0.000, 0.000], [-0.004, 0.003, 0.002], [0.012, 0.010, 0.000], [-0.003, -0.011, 0.018], [0.033, -0.007, -0.031], [-0.009, 0.015, -0.008], [-0.058, -0.116, -0.006], [0.115, 0.000, -0.041], [0.119, 0.058, 0.014], [-0.085, 0.014, 0.084], [0.020, -0.007, -0.040], [0.024, -0.033, -0.023], [-0.011, 0.003, -0.008], [0.005, -0.016, 0.012], [0.005, 0.003, -0.015], [-0.007, 0.008, 0.011], [-0.001, 0.009, -0.009], [-0.005, -0.002, -0.002], [0.001, 0.001, 0.001], [-0.001, -0.003, 0.002], [0.004, 0.004, -0.011], [-0.002, 0.003, -0.004], [-0.003, 0.016, 0.018], [-0.002, 0.007, 0.004], [-0.023, 0.006, 0.010], [-0.042, 0.008, -0.018], [-0.004, -0.005, 0.001], [-0.003, 0.001, 0.001], [-0.001, 0.002, -0.001], [-0.001, -0.001, -0.001], [0.029, -0.016, 0.012], [0.006, -0.003, 0.008], [-0.049, 0.050, -0.023], [0.027, -0.034, -0.006], [0.019, 0.008, 0.000], [0.040, 0.008, 0.002], [-0.085, 0.069, 0.120], [-0.003, -0.009, 0.066], [0.020, 0.009, -0.036], [-0.015, -0.020, 0.000], [-0.021, -0.016, -0.017], [-0.011, -0.013, -0.034], [0.014, 0.002, 0.018], [0.019, 0.001, -0.003], [-0.002, -0.009, 0.003]]}

---

Record 4
{"formula": "C30H37N6O3S2SiY", "method": "ωB97M-V with the def2-TZVPD basis set", "charge": 0, "spin_multiplicity": 1, "total_energy_ev": -77389.9414, "lumo_ev": -0.295, "homo_lumo_gap_ev": 6.141, "e_homo_ev": -6.44, "species": ["Y", "N", "C", "S", "N", "N", "C", "C", "C", "C", "C", "C", "C", "C", "C", "C", "C", "C", "N", "H", "H", "H", "H", "H", "H", "H", "H", "H", "H", "H", "C", "C", "O", "O", "H", "H", "H", "C", "S", "C", "O", "H", "H", "H", "H", "H", "H", "C", "Si", "C", "C", "C", "C", "C", "C", "C", "H", "H", "H", "H", "H", "H", "H", "H", "H", "H", "H", "N", "C", "C", "C", "C", "C", "N", "H", "H", "H", "H", "H", "H"], "positions_angstrom": [[-0.09856, -1.11078, -0.19581], [-4.30862, 0.04797, 1.81525], [-3.01353, -0.15015, 1.47996], [-2.61665, -1.63098, 0.68417], [-2.19997, 0.81952, 1.82327], [-0.90466, 0.61465, 1.46914], [-0.09470, 1.52363, 1.88926], [-0.55215, 2.70527, 2.66895], [-0.27613, 2.81791, 4.02582], [-0.70401, 3.93396, 4.73283], [-1.40290, 4.93973, 4.08209], [-1.68204, 4.82444, 2.72615], [-1.26394, 3.70829, 2.02021], [1.33202, 1.40009, 1.53854], [2.24207, 2.36533, 1.96636], [3.57360, 2.25125, 1.61560], [3.96449, 1.18359, 0.82849], [2.99854, 0.27942, 0.42704], [1.71159, 0.35552, 0.77340], [-5.00573, -0.57399, 1.45217], [-4.56836, 0.95452, 2.16652], [0.26795, 2.02867, 4.53219], [-0.49252, 4.01480, 5.79143], [-1.73468, 5.81171, 4.63140], [-2.23549, 5.60085, 2.21297], [-1.50009, 3.60168, 0.96880], [1.89306, 3.19790, 2.55737], [4.28947, 2.99428, 1.94213], [4.98779, 1.05228, 0.50709], [3.27707, -0.53512, -0.22308], [-0.60790, -5.26696, -1.97066], [-0.78531, -3.76784, -1.84028], [-0.99740, -3.07312, -2.83742], [-0.63420, -3.29872, -0.65617], [-0.86029, -5.60431, -2.97206], [-1.21681, -5.79093, -1.23325], [0.43722, -5.50468, -1.75816], [-0.93431, -4.40707, 2.22988], [0.72372, -4.04136, 1.68607], [1.56881, -4.37995, 3.22887], [0.81784, -2.52588, 1.59951], [-1.15956, -3.82458, 3.12209], [-0.99742, -5.47821, 2.42548], [-1.59231, -4.12325, 1.41389], [1.18100, -3.70586, 3.99127], [2.63093, -4.20185, 3.07417], [1.40986, -5.42119, 3.50918], [-1.48813, 0.31212, -3.88908], [-0.62121, 0.87186, -2.27181], [0.95985, 1.79758, -2.83809], [-1.73217, 2.31727, -1.66717], [-3.00494, 2.05087, -1.14831], [-3.85642, 3.06285, -0.73056], [-3.45677, 4.39108, -0.81661], [-2.19879, 4.68692, -1.32046], [-1.35312, 3.66185, -1.73309], [-0.88587, 0.59659, -4.75770], [-2.45304, 0.81478, -3.98613], [-1.67359, -0.76236, -3.92974], [0.75154, 2.52874, -3.62653], [1.69549, 1.09071, -3.22703], [1.42880, 2.33129, -2.00457], [-3.34126, 1.01987, -1.06880], [-4.83704, 2.81698, -0.33895], [-4.12063, 5.18480, -0.49553], [-1.87207, 5.71786, -1.39656], [-0.37944, 3.92804, -2.12869], [1.10170, -1.67532, -3.66679], [2.11924, -2.10855, -2.89251], [3.34506, -2.49838, -3.48040], [4.33539, -3.01792, -2.69513], [4.11735, -3.15621, -1.31995], [2.92024, -2.70925, -0.82117], [1.93884, -2.15267, -1.55750], [1.21844, -1.76318, -4.66181], [0.15723, -1.87572, -3.34231], [3.46720, -2.41099, -4.55177], [5.27011, -3.33617, -3.13924], [4.86014, -3.58029, -0.66049], [2.72108, -2.74553, 0.24231]], "atomic_forces_ev_per_a": [[-0.117, -0.954, 0.509], [0.021, 0.023, 0.037], [-0.022, -0.040, -0.023], [-0.127, 0.091, -0.119], [0.053, -0.083, 0.048], [-0.084, 0.064, -0.002], [0.114, -0.004, -0.013], [-0.018, -0.030, 0.010], [0.001, 0.019, -0.004], [0.010, -0.019, 0.004], [-0.010, 0.022, 0.003], [0.000, -0.007, -0.015], [-0.001, 0.002, 0.004], [-0.078, 0.002, -0.024], [0.014, -0.032, -0.033], [-0.013, 0.013, 0.015], [-0.002, -0.005, -0.020], [0.029, 0.006, -0.041], [0.129, 0.277, -0.089], [-0.010, 0.001, -0.004], [-0.016, -0.005, -0.009], [-0.001, -0.001, -0.002], [-0.001, 0.003, 0.000], [0.003, -0.004, 0.004], [0.000, 0.000, 0.006], [0.012, 0.003, 0.010], [-0.009, 0.001, 0.008], [0.000, 0.000, -0.001], [-0.002, 0.002, 0.000], [-0.020, 0.014, 0.018], [-0.103, -0.007, 0.005], [0.152, -0.124, 0.130], [-0.253, -0.092, 0.080], [0.041, -0.012, -0.068], [-0.007, 0.008, -0.003], [-0.008, 0.022, -0.001], [-0.005, 0.013, -0.010], [0.013, -0.047, 0.021], [-0.003, 0.192, 0.036], [-0.038, -0.048, 0.040], [0.056, 0.131, -0.153], [0.001, 0.018, -0.013], [0.005, 0.007, 0.003], [-0.019, -0.005, -0.001], [0.001, -0.008, 0.005], [-0.006, 0.025, -0.019], [-0.003, 0.005, -0.017], [-0.008, 0.069, -0.013], [0.127, 0.346, -0.095], [-0.042, -0.009, -0.004], [0.003, 0.019, 0.010], [-0.015, -0.047, 0.007], [-0.014, 0.019, -0.003], [-0.008, -0.002, 0.002], [0.000, 0.000, -0.009], [0.004, 0.026, -0.020], [-0.005, -0.028, 0.002], [-0.012, -0.011, 0.001], [0.003, 0.009, 0.000], [0.010, -0.011, 0.001], [0.012, -0.041, -0.025], [-0.004, -0.007, 0.008], [0.016, 0.002, -0.015], [0.003, -0.001, 0.003], [0.001, -0.001, 0.000], [-0.006, 0.000, 0.004], [0.002, -0.018, 0.003], [0.329, 0.253, -0.067], [-0.073, -0.018, -0.139], [0.080, -0.017, 0.031], [0.013, -0.014, -0.023], [-0.037, 0.011, 0.046], [-0.012, 0.022, 0.035], [-0.024, -0.017, -0.133], [0.059, 0.019, 0.000], [-0.075, 0.023, 0.065], [-0.016, 0.020, 0.002], [0.000, 0.006, -0.002], [0.005, -0.008, -0.007], [0.006, -0.029, 0.025]]}